{
  "formula": "C41H37F5OP2Zn",
  "method": "ωB97M-V with the def2-TZVPD basis set",
  "elements": ["Zn", "P", "P", "F", "F", "F", "F", "F", "O", "C", "C", "C", "C", "C", "C", "C", "C", "C", "C", "C", "C", "C", "C", "C", "C", "C", "C", "C", "C", "C", "C", "C", "C", "C", "C", "C", "C", "C", "C", "C", "C", "C", "C", "C", "C", "C", "C", "C", "C", "C", "H", "H", "H", "H", "H", "H", "H", "H", "H", "H", "H", "H", "H", "H", "H", "H", "H", "H", "H", "H", "H", "H", "H", "H", "H", "H", "H", "H", "H", "H", "H", "H", "H", "H", "H", "H", "H"],
  "xyz": [[-0.901, -1.844, -3.542], [2.614, 0.826, -1.186], [-2.137, -0.020, -3.931], [-2.700, 0.530, 2.316], [-1.977, -1.058, 4.421], [-0.707, -3.435, 3.927], [-0.144, -4.223, 1.394], [-1.945, -0.073, -0.161], [-0.817, -2.557, -0.688], [-3.048, -3.253, -3.495], [3.853, 3.489, -4.022], [-4.063, 1.403, -2.918], [4.386, -2.751, -0.636], [-4.681, 2.484, -2.334], [-1.683, -2.154, -6.718], [5.231, -0.148, -1.297], [-0.744, 1.111, -5.929], [-3.945, -2.771, -0.911], [-2.674, 1.455, -3.101], [-2.114, 0.842, -6.517], [-2.642, -1.571, -5.748], [0.048, -1.319, -5.172], [-3.800, -4.071, -1.351], [3.521, 4.740, -3.481], [3.937, -0.388, -0.811], [1.367, 0.862, 0.081], [-1.704, -0.965, 0.827], [-1.051, -2.637, 2.901], [-3.409, -4.322, -2.672], [1.881, -0.127, -2.483], [3.503, -1.690, -0.509], [-1.866, 2.472, -2.559], [-0.229, -1.735, -6.586], [0.907, -1.036, -2.428], [-2.524, 3.540, -1.965], [5.689, -2.516, -1.078], [-1.702, -1.435, 3.173], [-0.348, 0.106, -4.895], [-3.919, 3.556, -1.872], [3.629, 2.318, -3.298], [2.677, 3.634, -1.480], [-2.995, -1.934, -2.974], [-3.613, -1.707, -1.759], [-1.079, -2.213, 0.485], [-2.054, -0.623, 2.101], [3.050, 2.383, -2.015], [-0.743, -3.035, 1.621], [6.105, -1.223, -1.419], [2.936, 4.798, -2.205], [-2.822, -0.125, -5.588], [-1.685, -3.247, -6.535], [-4.298, -2.548, 0.092], [-3.579, -2.161, -5.733], [3.732, 5.662, -4.044], [-3.830, 0.155, -5.404], [5.521, 0.863, -1.603], [0.004, -0.952, -7.338], [0.273, 0.498, -4.075], [2.446, -1.867, -0.312], [2.682, 5.765, -1.776], [1.028, -2.057, -2.874], [1.037, -1.526, -4.881], [2.199, 3.677, -0.498], [-2.733, -3.455, -4.530], [0.774, -0.033, -0.084], [1.818, 0.839, 1.057], [7.115, -1.044, -1.777], [4.294, 3.433, -5.017], [-0.784, 2.089, -5.428], [-5.752, 2.457, -2.224], [-2.678, 1.770, -6.549], [-3.957, -4.889, -0.661], [0.416, -2.588, -6.823], [-2.100, 0.519, -7.556], [-2.020, -1.954, -7.757], [-0.775, 2.417, -2.559], [-4.429, 4.408, -1.411], [-3.349, -5.339, -3.059], [0.725, 1.730, -0.020], [0.051, 1.129, -6.650], [-3.824, -0.691, -1.457], [4.050, -3.748, -0.393], [-4.604, 0.493, -3.198], [-1.945, 4.361, -1.545], [6.387, -3.345, -1.157], [3.920, 1.358, -3.728], [2.554, -0.197, -3.355]],
  "forces_ev_per_angstrom": [[0.606, -1.730, 1.738], [-1.248, -0.948, -1.372], [0.019, -1.410, -0.628], [-0.090, 0.344, 0.187], [-0.178, 0.092, 0.742], [-0.035, -0.005, 0.208], [-0.051, 0.189, 0.168], [-0.076, 0.202, -0.225], [0.135, -0.400, -0.933], [1.113, 0.318, -0.441], [-0.117, 0.271, 0.199], [0.558, 0.412, -0.128], [0.160, 0.409, 0.183], [-0.076, 0.239, 0.317], [-0.188, -0.602, -1.003], [-0.472, -0.104, 0.325], [0.318, 0.686, 0.230], [-0.166, 0.834, -0.305], [-0.021, -0.853, 1.084], [-0.290, 0.473, -0.165], [-0.157, -0.324, -0.470], [-0.118, 0.826, -1.440], [0.382, -0.373, -0.478], [-0.044, -0.347, 0.299], [0.264, 0.531, -0.613], [0.340, 0.644, 0.313], [0.421, -0.815, -0.341], [0.105, -0.100, 0.144], [-0.087, 0.383, 0.505], [0.677, -1.012, -1.674], [0.020, 0.459, -0.229], [-0.706, -0.297, -0.211], [0.075, -0.222, -0.219], [-1.477, -0.796, 1.478], [-0.057, 0.137, 0.100], [0.119, 0.354, -0.005], [0.063, -0.212, -0.890], [0.118, -0.050, 2.256], [-0.171, 0.185, 0.007], [0.110, 0.178, 0.217], [0.352, -0.472, -0.239], [-1.821, 1.251, 0.359], [0.071, -0.307, 0.835], [0.146, -0.028, 0.585], [0.281, -0.240, 0.595], [0.240, 0.468, 0.346], [-0.536, 0.843, -0.443], [0.022, -0.212, 0.198], [0.048, 0.038, -0.335], [-0.994, -0.346, -0.482], [-0.252, 0.287, -0.382], [-0.052, -0.111, -0.154], [0.501, 0.613, 0.305], [-0.174, -0.537, 0.345], [-1.287, 0.187, -0.549], [0.007, -0.384, 0.156], [0.071, -0.183, 0.444], [-0.122, 0.231, -0.750], [0.200, -0.065, 0.177], [0.005, -0.211, -0.076], [1.161, 1.148, -0.682], [1.604, 0.253, 0.152], [0.197, 0.102, -0.292], [-0.062, 0.174, 0.640], [-0.190, -0.300, -0.168], [0.051, 0.029, 0.520], [-0.116, -0.123, 0.023], [-0.083, -0.030, 0.251], [0.248, -0.136, -0.186], [-0.201, 0.227, 0.167], [-0.071, 0.257, 0.056], [-0.150, -0.060, -0.082], [-0.070, 0.135, -0.165], [0.105, -0.502, 0.055], [0.148, -0.453, 0.065], [-0.325, -0.061, -0.233], [0.279, -0.320, -0.153], [-0.049, 0.302, 0.106], [-0.119, 0.115, -0.031], [0.372, 0.253, -0.660], [0.300, -0.076, 0.342], [0.029, -0.068, -0.043], [0.034, 0.531, -0.115], [-0.144, -0.124, -0.065], [-0.116, 0.137, -0.072], [-0.108, 0.334, 0.154], [0.791, -0.131, 0.550]],
  "lowdin_charge": [0.66, 1.01, 1.12, 0.10, 0.09, 0.09, 0.08, 0.05, -0.08, -0.12, -0.07, -0.11, -0.05, -0.07, -0.25, -0.09, -0.20, -0.06, -0.32, -0.15, -0.27, -0.33, -0.06, -0.07, -0.28, -0.15, -0.18, -0.17, -0.06, -0.38, -0.07, -0.06, -0.22, -0.13, -0.08, -0.06, -0.18, -0.33, -0.07, -0.09, -0.08, -0.21, -0.11, -0.38, -0.18, -0.29, -0.15, -0.08, -0.08, -0.43, 0.11, 0.12, 0.10, 0.11, 0.10, 0.10, 0.11, 0.06, 0.11, 0.11, 0.03, 0.05, 0.11, 0.08, 0.04, 0.06, 0.10, 0.11, 0.11, 0.11, 0.11, 0.11, 0.11, 0.12, 0.11, 0.11, 0.11, 0.11, 0.06, 0.11, 0.09, 0.11, 0.11, 0.10, 0.11, 0.10, 0.08],
  "max_force_ha_per_bohr": 0.0491,
  "homo_ev": [-5.5990, -5.5955]
}

---

{
  "formula": "C41H37FNO30P2",
  "method": "ωB97M-V with the def2-TZVPD basis set",
  "elements": ["P", "P", "F", "O", "O", "O", "O", "O", "O", "O", "O", "O", "O", "O", "O", "O", "O", "O", "O", "O", "O", "O", "O", "O", "O", "O", "O", "O", "O", "O", "O", "O", "O", "N", "C", "C", "C", "C", "C", "C", "C", "C", "C", "C", "C", "C", "C", "C", "C", "C", "C", "C", "C", "C", "C", "C", "C", "C", "C", "C", "C", "C", "C", "C", "C", "C", "C", "C", "C", "C", "C", "C", "C", "C", "C", "H", "H", "H", "H", "H", "H", "H", "H", "H", "H", "H", "H", "H", "H", "H", "H", "H", "H", "H", "H", "H", "H", "H", "H", "H", "H", "H", "H", "H", "H", "H", "H", "H", "H", "H", "H", "H"],
  "xyz": [[-6.067, 3.199, 2.271], [-7.672, 4.223, 1.161], [-6.795, 6.165, 4.118], [4.847, -5.160, 0.184], [1.839, -2.277, 1.758], [-0.416, 1.295, -2.583], [2.124, 6.665, -5.636], [0.294, -1.992, -2.681], [-3.115, -3.103, 3.911], [6.539, -9.503, 1.648], [5.494, 3.060, -3.753], [-5.362, 2.251, -1.022], [6.829, -1.617, 3.852], [-4.829, 3.696, 1.656], [-3.893, 0.810, 0.536], [-6.322, 1.663, 2.122], [-10.695, 3.684, 2.700], [-1.010, -4.173, 4.984], [5.509, -9.920, -3.697], [-8.939, 6.500, 1.532], [-0.272, -1.148, 0.726], [6.736, -1.015, 1.322], [4.470, 7.502, -4.895], [4.367, 0.362, -2.886], [-1.882, 2.813, -4.135], [4.984, -7.801, 0.461], [-11.291, 5.830, 2.980], [1.505, -4.294, -2.479], [3.150, 2.210, -4.559], [5.574, -1.973, -2.757], [7.011, -11.667, -2.498], [-6.091, 3.525, 3.825], [4.846, -5.738, 2.765], [-8.166, 5.604, 2.319], [-2.446, 2.364, -3.029], [5.790, -3.062, 0.620], [3.610, -3.250, -2.603], [6.878, -10.690, -0.351], [-1.823, -2.064, 2.245], [-4.223, 2.081, -1.436], [-0.772, -3.503, 3.997], [-0.503, -1.848, 1.697], [-10.429, 4.800, 3.007], [0.680, -2.524, 2.349], [6.307, -2.124, 1.587], [6.337, -9.687, 0.354], [5.309, -4.650, 2.482], [-9.031, 5.185, 3.480], [4.764, 3.930, -4.188], [-3.712, 2.632, -2.670], [1.509, -1.920, -2.693], [4.358, -2.017, -2.726], [-2.046, 0.968, -0.929], [6.587, -10.794, -1.765], [-5.564, 8.438, 2.912], [0.547, -3.302, 3.433], [2.271, -3.219, -2.589], [2.504, 4.386, -5.154], [4.236, 6.205, -4.769], [-3.306, 1.239, -0.582], [-6.903, 7.841, 2.445], [-6.907, 6.376, 2.771], [3.390, 3.502, -4.666], [5.848, -3.717, 3.454], [2.260, -0.677, -2.788], [-1.957, -2.843, 3.328], [3.596, -0.722, -2.806], [5.125, 5.330, -4.281], [5.430, -8.660, -0.281], [5.322, -4.255, 1.020], [5.153, -8.746, -1.694], [2.860, 5.784, -5.227], [6.320, -2.532, 3.041], [-1.541, 1.503, -2.178], [5.696, -9.749, -2.402], [3.657, 7.890, -5.273], [-5.606, 8.784, 3.941], [-5.479, 4.255, 4.012], [7.087, -0.865, 3.282], [1.522, 4.095, -5.501], [-4.797, 1.179, 0.485], [-4.765, 7.693, 2.864], [-1.369, 0.363, -0.335], [4.514, -7.996, -2.138], [-8.756, 3.330, 1.282], [1.648, -1.684, 1.005], [6.112, 5.623, -3.951], [-9.216, 6.029, 0.727], [1.386, -3.789, 3.908], [-0.970, 2.459, -4.143], [-7.737, 8.344, 2.931], [-4.371, 3.243, -3.270], [-5.574, 1.200, 2.549], [1.703, 0.248, -2.843], [5.850, -4.013, 4.493], [-12.060, 5.631, 3.538], [-5.261, 9.242, 2.247], [-8.575, 4.327, 3.966], [4.172, -4.170, -2.523], [-6.961, 7.962, 1.365], [0.582, -3.974, -2.504], [3.939, 1.785, -4.150], [7.526, -11.432, 0.093], [-6.039, 5.910, 2.292], [4.567, -5.939, 0.716], [5.803, -2.770, -0.422], [6.026, -8.710, 1.905], [-2.662, -1.585, 1.758], [-2.911, -3.691, 4.667], [5.295, 0.052, -2.874], [-9.119, 6.011, 4.181], [6.015, -10.721, -3.944]],
  "forces_ev_per_angstrom": [[1.888, 0.705, -0.373], [0.441, -0.168, -1.037], [-0.048, 0.078, -0.046], [-0.153, 0.145, 0.327], [0.053, -0.007, -0.013], [0.106, 0.259, -0.299], [0.026, 0.074, 0.001], [-0.055, -0.069, 0.014], [-0.028, 0.022, 0.011], [0.012, -0.008, 0.028], [-0.023, -0.094, -0.024], [-0.055, -0.030, 0.086], [0.001, 0.017, 0.043], [-0.406, 0.254, 0.141], [-0.023, -0.108, 0.105], [-0.364, -0.195, 0.486], [-0.182, -0.655, -0.062], [-0.092, -0.012, 0.025], [-0.018, 0.007, -0.035], [-0.012, 0.015, 0.120], [0.200, -0.009, -0.013], [0.020, 0.050, 0.069], [0.018, 0.038, 0.013], [0.105, -0.126, -0.029], [0.012, 0.004, -0.002], [-0.035, -0.213, 0.133], [0.103, 0.333, 0.792], [-0.019, -0.036, 0.003], [0.061, -0.015, -0.031], [0.042, 0.330, 0.001], [-0.015, 0.004, -0.105], [-0.630, -0.157, 0.060], [-0.060, -0.058, -0.067], [-0.709, -0.490, 0.077], [-0.051, 0.025, -0.050], [0.014, 0.143, -0.254], [0.098, -0.238, 0.016], [0.061, -0.100, -0.035], [-0.033, 0.095, -0.082], [0.091, 0.118, -0.240], [0.225, -0.007, -0.051], [-0.217, -0.036, 0.048], [0.141, 0.176, -0.126], [0.019, -0.071, 0.062], [-0.095, -0.159, -0.090], [0.057, -0.075, 0.017], [0.079, 0.129, 0.143], [-0.061, 0.280, 0.147], [0.093, 0.176, -0.022], [-0.137, 0.053, 0.034], [0.103, 0.202, -0.008], [-0.099, -0.400, 0.016], [0.129, -0.022, 0.068], [0.078, -0.022, 0.227], [0.135, -0.348, -0.003], [0.037, -0.061, 0.084], [0.076, 0.064, 0.025], [-0.099, -0.003, -0.017], [0.096, -0.008, 0.025], [-0.002, 0.051, 0.011], [0.311, 0.209, 0.130], [0.547, 0.190, -0.031], [-0.058, 0.075, -0.042], [-0.037, -0.073, 0.045], [-0.220, 0.060, -0.011], [-0.068, 0.038, -0.058], [-0.004, 0.069, 0.034], [0.072, -0.032, 0.052], [-0.051, 0.031, -0.205], [0.029, 0.184, -0.088], [-0.075, 0.104, 0.016], [-0.083, -0.164, -0.017], [-0.007, -0.049, 0.088], [-0.034, -0.260, 0.356], [-0.052, 0.073, -0.003], [-0.037, -0.025, -0.012], [-0.034, 0.115, -0.009], [0.002, -0.179, 0.163], [-0.006, 0.000, -0.051], [0.009, -0.027, -0.005], [-0.061, -0.001, -0.147], [0.010, 0.007, -0.045], [-0.153, 0.005, -0.032], [-0.003, -0.017, -0.025], [-0.186, 0.178, 0.590], [-0.032, 0.024, -0.002], [-0.004, 0.021, -0.001], [0.077, 0.015, -0.022], [0.022, 0.004, -0.016], [0.010, -0.028, 0.012], [-0.136, 0.018, -0.184], [0.021, -0.006, -0.034], [-0.213, -0.328, -0.116], [0.006, -0.001, -0.003], [0.010, 0.015, 0.009], [-0.274, -0.104, -0.531], [-0.108, 0.165, 0.159], [0.113, 0.044, -0.037], [-0.026, -0.018, 0.022], [-0.275, -0.067, 0.021], [-0.011, 0.044, -0.019], [-0.149, 0.063, 0.063], [-0.006, 0.007, 0.025], [-0.144, -0.207, -0.094], [0.155, -0.050, -0.251], [0.050, -0.041, -0.009], [-0.030, 0.019, -0.024], [-0.008, -0.009, 0.013], [0.048, -0.021, 0.013], [0.017, 0.008, 0.028], [0.159, 0.106, -0.095], [0.024, -0.030, 0.034]],
  "lowdin_charge": [0.25, 1.08, 0.04, 0.10, 0.12, 0.12, 0.10, 0.11, 0.12, 0.13, 0.11, 0.06, 0.12, -0.29, 0.08, -0.12, 0.16, 0.12, 0.13, 0.00, 0.09, 0.10, 0.12, 0.09, 0.13, 0.08, 0.12, 0.12, 0.11, 0.11, 0.11, -0.13, 0.11, -0.36, -0.22, 0.07, 0.07, 0.08, 0.08, -0.31, -0.31, -0.29, -0.52, -0.23, -0.31, -0.23, -0.31, -0.03, -0.31, 0.08, -0.30, -0.32, 0.09, -0.31, -0.06, 0.08, -0.23, 0.07, -0.24, -0.22, -0.15, -0.33, -0.23, 0.07, 0.09, -0.23, -0.21, 0.07, -0.28, -0.23, 0.08, -0.32, -0.24, -0.29, -0.23, 0.12, 0.09, 0.10, 0.12, 0.13, 0.07, 0.08, 0.11, 0.14, -0.04, 0.12, 0.14, 0.11, 0.14, 0.12, 0.13, 0.14, 0.12, 0.11, 0.13, 0.15, 0.09, 0.13, 0.13, 0.13, 0.12, 0.09, 0.14, 0.12, 0.09, 0.11, 0.12, 0.13, 0.12, 0.14, 0.15, 0.12],
  "max_force_ha_per_bohr": 0.0399,
  "total_charge": 1,
  "homo_ev": -10.4763
}